# C14H32CuN2O10

C14H32CuN2O10 as an isolated structure (wB97M-V/def2-TZVPD, the OMol25 dataset).

Output
**Calculated total energy**: -83126.2691 eV
**Total charge**: -2
**<S²>**: 0.75
**2S+1**: 2

Positions of all 59 atoms, in Å:
Cu1 -0.32900 0.46974 -2.04388
O1 -1.80878 -2.56951 -4.19006
C1 -0.75888 -1.73893 -4.14487
O2 0.45169 -2.13898 -4.10151
O3 -0.95751 -0.51534 -4.07845
H1 -1.29684 -3.37784 -4.11177
O4 3.63469 1.67788 -2.12899
C2 3.12172 1.14020 -3.17947
O5 3.82890 1.07458 -4.16741
O6 1.84181 1.02503 -3.25429
H2 4.59191 1.61088 -2.15814
C3 -3.15937 0.95752 -1.33678
O7 -2.98971 2.18881 -2.09383
C4 -2.73681 3.35083 -1.38716
C5 -1.19585 3.57562 -1.24102
N1 -0.62363 2.51009 -0.42402
C6 0.68912 2.80927 0.15421
C7 0.99321 2.05647 1.45173
O8 0.29230 2.57994 2.55488
C8 0.28834 1.82035 3.71308
H3 -2.54733 0.94269 -0.43496
H4 -3.00245 0.03698 -1.89899
H5 -4.13799 0.94708 -0.85687
H6 -3.35054 3.28077 -0.48909
H7 -3.13870 4.18454 -1.96294
H8 -0.98878 4.58169 -0.87623
H9 -0.75328 3.46968 -2.23147
H10 -1.28693 2.48169 0.33710
H11 0.75579 3.86117 0.43199
H12 1.39632 2.68133 -0.66530
H13 2.03627 2.04234 1.76781
H14 0.74592 1.00615 1.29750
H15 1.22661 1.33229 3.97680
H16 -0.55917 1.14149 3.61821
H17 0.18482 2.46706 4.58436
C9 3.09188 -2.52764 2.41728
O9 2.06175 -2.02449 1.46877
C10 1.97465 -2.76147 0.20300
C11 1.04733 -2.14115 -0.87564
N2 -0.12667 -1.49891 -0.40078
C12 -1.02334 -2.45220 0.12747
C13 -1.79706 -1.99653 1.29806
O10 -0.90706 -1.30210 2.12952
C14 -1.18737 -1.38191 3.55143
H18 4.00964 -2.33367 1.86214
H19 2.96952 -3.60049 2.56600
H20 2.95688 -2.01081 3.36742
H21 1.66956 -3.80669 0.15287
H22 2.91872 -2.92734 -0.31595
H23 0.84612 -2.87954 -1.65180
H24 1.49322 -1.30902 -1.42045
H25 0.27678 -1.22015 0.48218
H26 -0.49091 -3.31076 0.53671
H27 -1.59294 -2.88135 -0.69684
H28 -2.19047 -2.87931 1.80208
H29 -2.58554 -1.29338 1.02973
H30 -2.18232 -0.98604 3.75511
H31 -0.42726 -1.03701 4.25241
H32 -1.26301 -2.40159 3.92910

***

# H5O3

A 3-piece molecular cluster, H5O3 overall (wB97M-V/def2-TZVPD, the OMol25 dataset).

Output
**Calculated total energy**: -6224.3993 eV
**Total charge**: -1
**Energy relative to the best compared isomer or geometry (same formula, charge and spin)**: 0.231 eV

Positions of all 8 atoms, in Å:
O1 1.72538 -0.54286 -0.68224
H1 1.24989 -1.19788 -0.15542
O2 -0.98209 -0.58772 1.20263
H2 -0.65588 0.03121 0.29418
H3 -1.24312 0.18483 1.72627
O3 -0.24234 1.00508 -0.52658
H4 1.06322 0.25355 -0.64910
H5 -0.91506 0.85379 -1.20974

***

# C5H6S3

An isolated molecule of C5H6S3 (wB97M-V/def2-TZVPD, the OMol25 dataset).

Output
**Calculated total energy**: -37786.1178 eV
**Energy relative to the best compared isomer or geometry (same formula, charge and spin)**: 1.675 eV
**Structure (SMILES)**: CC1=C(C=S)SCS1

Positions of all 14 atoms, in Å:
C1 -0.45624 1.85885 0.01932
C2 -0.50955 0.34382 -0.20960
C3 0.63550 -0.26394 -0.26221
C4 -1.17067 -1.95877 0.29022
C5 1.94303 0.31160 -0.36135
H1 0.57464 2.35932 -0.05398
H2 -1.28626 2.29642 -0.61077
H3 -0.82667 1.91727 1.07028
H4 -1.68448 -2.95672 0.00563
H5 -1.11957 -1.99413 1.35050
H6 2.12154 1.38928 -0.35641
S1 0.55810 -2.09412 -0.30557
S2 -2.07189 -0.56649 -0.42757
S3 3.29251 -0.64239 -0.14851